Entry 1:
Molecular formula: C15H23F6MgN5P
Method: DFT, ωB97M-V/def2-TZVPD

Positions of all 51 atoms, in Å:
Mg -0.6786 -0.0980 -0.0783
C 3.2526 -2.2325 -1.8846
C 2.3460 -1.3556 -1.0458
N 1.4910 -1.9316 -0.3360
C 0.8117 -3.0943 0.1477
C 0.0707 -2.8162 1.4875
N -0.1940 -1.3742 1.6968
C -1.3388 -1.1507 2.6282
C -2.6674 -1.1417 1.8703
N -2.6288 -0.1689 0.7553
C -3.0728 1.2125 1.0665
C -1.9272 2.1002 1.5784
N -0.7169 1.7840 0.8317
C 0.1897 2.6261 0.5368
C 0.1716 4.0728 0.9159
C 1.3489 2.0454 -0.2498
C 2.3583 2.8369 -0.7955
C 3.3982 2.2331 -1.4735
C 3.4289 0.8457 -1.5750
C 2.3864 0.1349 -1.0199
N 1.3557 0.7178 -0.3918
H 2.6299 -2.8834 -2.4985
H 3.8784 -2.8442 -1.2343
H 3.8764 -1.6272 -2.5336
H 1.5892 -3.8552 0.2883
H 0.1090 -3.3980 -0.6258
H 0.6280 -3.2460 2.3191
H -0.8755 -3.3495 1.4205
H 0.6266 -1.0055 2.1716
H -1.1818 -0.1864 3.1108
H -1.3769 -1.8950 3.4272
H -3.4873 -0.9399 2.5627
H -2.8522 -2.1265 1.4373
H -3.2316 -0.5137 0.0134
H -3.8913 1.2193 1.7885
H -3.4495 1.6366 0.1362
H -1.7291 1.9090 2.6364
H -2.2216 3.1462 1.4938
H -0.2254 4.1964 1.9219
H -0.4790 4.6234 0.2307
H 1.1555 4.5305 0.8863
H 2.3271 3.9124 -0.7049
H 4.1880 2.8258 -1.9146
H 4.2524 0.3568 -2.0733
F -1.2010 -1.6353 -1.2623
P -1.4146 -0.8351 -2.8261
F -1.3190 -2.2305 -3.5182
F -1.5307 0.0210 -4.1146
F 0.2074 -0.6924 -2.7822
F -2.9629 -0.9404 -2.5695
F -1.4233 0.5809 -1.8517

Forces on atoms 1 to 3 (eV/Å):
-0.134 0.003 0.133
-0.014 0.128 -0.045
-0.151 -0.212 -0.096

The calculation puts the HOMO energy (alpha / beta) at -16.67 / -16.63 eV. As for the expectation value of S²: 0.7603. The value obtained for the LUMO energy (alpha / beta) is -7.68 / -9.79 eV. For the total energy, the calculation gives -1999.56987 hartree. As for the spin multiplicity: 2. As for the net charge: +2. The value obtained for the HOMO-LUMO gap (alpha / beta) is 8.99 / 6.84 eV.

Entry 2:
Molecular formula: C15H23F6N3O8P2RhSbSe
Method: DFT, ωB97M-V/def2-TZVPD

Positions of all 60 atoms, in Å:
Rh 0.1766 0.3432 -1.6832
O 3.0059 -0.0636 0.0738
P 3.0977 0.9797 -1.1737
O 4.4789 1.2224 -1.5683
O 2.0854 0.4651 -2.2167
O 2.3550 2.2299 -0.4430
P 1.2449 3.2603 -1.0930
O 0.5536 3.7428 0.2846
O 1.8395 4.3715 -1.8274
O 0.2142 2.3439 -1.7583
H 3.8768 -0.4592 0.2101
H 0.6904 4.6938 0.3773
C -3.9406 -0.3678 -1.2493
C -2.8089 0.2778 -2.0396
O -1.6723 0.3096 -1.2363
C -2.5609 -0.5426 -3.3247
F -2.3898 -1.8347 -3.0165
F -3.5851 -0.4556 -4.1745
F -1.4546 -0.1465 -3.9784
C -3.1978 1.7387 -2.3896
F -2.3556 2.2964 -3.2569
F -4.4310 1.8128 -2.9067
F -3.1889 2.4774 -1.2714
H -3.6315 -1.3644 -0.9429
H -4.8524 -0.4301 -1.8390
H -4.1258 0.2314 -0.3587
Se -1.2505 -3.1441 1.3679
N -0.9544 -4.4053 0.1298
C -0.3719 -3.7988 -0.8988
C 0.0729 -4.4163 -2.0796
C 0.6469 -3.6251 -3.0824
C 0.7432 -2.2689 -2.9372
N 0.3054 -1.6287 -1.8087
C -0.1749 -2.3559 -0.7653
N -0.5099 -1.7976 0.3732
H -0.0305 -5.4869 -2.1952
H 1.0067 -4.0747 -3.9971
H 1.1592 -1.6337 -3.7055
C 2.1808 -1.9515 2.5637
C 1.0934 -0.9812 3.0176
Sb 0.6778 0.6278 1.6767
C 1.7799 2.0797 2.8056
C 3.2766 1.7897 2.8549
C -1.3795 1.1173 2.0168
C -1.6747 1.1731 3.5118
H 2.2925 -2.7583 3.2899
H 3.1453 -1.4499 2.4704
H 1.9448 -2.4004 1.6004
H 1.3706 -0.4790 3.9480
H 0.1368 -1.4831 3.1666
H 1.3168 2.0006 3.7929
H 1.5674 3.0601 2.3846
H 3.4880 0.7898 3.2393
H 3.7746 2.5048 3.5120
H 3.7284 1.8786 1.8684
H -1.9311 0.3411 1.4875
H -1.5422 2.0663 1.5084
H -1.4845 0.2208 4.0101
H -2.7313 1.4118 3.6549
H -1.0966 1.9459 4.0210

Forces on atoms 1 to 3 (eV/Å):
-0.436 0.022 -0.665
0.070 0.021 -0.011
-0.164 0.272 -0.008

The calculation puts the HOMO energy (alpha / beta) at -6.78 / -9.27 eV. As for the expectation value of S²: 6.0472. The value obtained for the LUMO energy (alpha / beta) is -0.33 / -3.52 eV. Its energy above the lowest of the compared OMol25 structures with the same formula, charge and spin is 0.562 eV. For the total energy, the calculation gives -5385.87955 hartree. As for the spin multiplicity: 5. The value obtained for the HOMO-LUMO gap (alpha / beta) is 6.45 / 5.75 eV.

Which value of expectation value of S² does entry 2 give?
6.0472